# 1
Formula: C11H30GaINO3S2
Source: the Open Molecules 2025 dataset
Level of theory: wB97M-V/def2-TZVPD

- HOMO (eV) = -4.332
- spin multiplicity = 1
- frontier orbital gap (eV) = 6.72
- net charge = -1
- E (eV) = -101674.167
- maximum force (hartree/bohr) = 0.00862

Structure (XYZ):
```
49
Properties=species:S:1:pos:R:3:forces:R:3
C -2.069 2.493 -1.852 0.0 0.2 -0.3
C -1.111 3.685 -1.915 -0.1 0.0 0.2
C -0.253 3.808 -0.656 0.2 0.0 -0.1
N 0.489 2.613 -0.290 -0.3 0.0 0.1
Ga -0.126 1.479 1.125 0.2 -0.2 -0.2
I -0.008 2.942 3.334 -0.1 0.1 0.1
C 1.133 -0.068 1.358 -0.1 0.4 -0.2
C 1.048 -1.031 0.187 0.0 -0.2 0.0
O 2.111 -0.766 -0.736 0.1 0.1 0.1
C 2.026 -1.551 -1.901 -0.1 0.0 0.1
C 0.892 -1.131 -2.831 0.1 0.1 0.0
H -3.066 2.741 -2.208 0.0 0.0 -0.1
H -2.161 2.132 -0.832 -0.1 -0.1 0.0
H -1.716 1.666 -2.466 0.0 -0.2 0.1
H -1.673 4.617 -2.020 0.0 0.1 -0.1
H -0.466 3.620 -2.796 0.1 0.0 0.0
H 0.425 4.661 -0.809 0.1 0.1 0.1
H -0.899 4.093 0.179 0.0 0.0 0.1
H 0.746 2.098 -1.124 0.2 0.0 0.0
H -1.641 0.935 0.998 -0.1 0.1 0.1
H 0.920 -0.585 2.291 0.0 0.0 0.1
H 2.145 0.336 1.398 0.1 -0.1 0.2
H 0.092 -0.938 -0.344 -0.1 0.0 0.0
H 1.144 -2.077 0.505 -0.1 -0.1 0.0
H 1.919 -2.607 -1.620 0.1 -0.1 -0.1
H 2.982 -1.423 -2.409 0.1 0.0 0.0
H 0.694 -0.070 -2.681 -0.1 0.1 0.0
H 1.184 -1.268 -3.872 0.0 -0.1 -0.1
H -0.026 -1.687 -2.659 -0.1 0.0 0.0
C 4.404 -3.229 3.739 0.2 0.1 0.0
S 3.339 -2.523 2.470 -0.1 -0.1 0.1
O 2.455 -3.641 2.042 0.0 -0.1 -0.1
C 4.592 -2.352 1.201 0.0 0.0 0.0
H 3.778 -3.431 4.605 0.0 0.0 0.0
H 4.842 -4.157 3.370 0.0 0.0 0.0
H 5.179 -2.510 4.004 0.0 0.0 0.0
H 5.037 -3.326 0.998 0.0 0.0 0.0
H 5.343 -1.635 1.533 0.0 0.0 0.0
H 4.080 -1.963 0.321 0.0 0.0 0.0
C -4.244 -1.225 -0.089 0.0 -0.1 0.0
S -5.347 -0.026 -0.848 0.2 0.0 0.3
O -4.540 0.660 -1.883 -0.1 0.0 -0.4
C -5.383 1.088 0.562 0.0 0.0 0.1
H -4.038 -1.991 -0.833 0.0 0.0 0.0
H -3.318 -0.720 0.193 0.0 0.0 0.0
H -4.729 -1.672 0.780 0.0 0.0 0.0
H -4.362 1.395 0.793 0.0 0.0 0.0
H -5.844 0.586 1.414 0.0 0.0 0.0
H -5.977 1.954 0.276 0.0 0.0 0.0
```
Positions in Å, forces in eV/Å.



# 2
Formula: C29H51BCl2N6OPr
Source: the Open Molecules 2025 dataset
Level of theory: wB97M-V/def2-TZVPD

- HOMO (alpha / beta) (eV) = -11.456 / -11.458
- spin multiplicity = 3
- frontier orbital gap (alpha / beta) (eV) = 9.30 / 9.35
- net charge = +1
- E (eV) = -81680.682
- maximum force (hartree/bohr) = 0.01430

Structure (XYZ):
```
91
Properties=species:S:1:pos:R:3:forces:R:3
Pr 0.949 -0.287 -0.238 0.5 -0.2 -0.1
C -4.263 -1.146 1.825 -0.1 0.0 0.0
C -2.835 -1.553 1.704 0.0 0.0 0.0
C -2.277 -2.758 2.079 0.0 0.1 0.0
C -0.915 -2.642 1.814 0.1 -0.1 0.0
N -0.653 -1.443 1.291 -0.2 0.4 -0.2
N -1.850 -0.764 1.226 0.1 0.0 0.0
B -1.998 0.743 0.843 -0.2 -0.1 0.0
N -1.890 1.018 -0.700 0.1 0.1 0.0
N -0.687 1.224 -1.337 -0.1 -0.2 0.3
C -0.950 1.789 -2.514 0.1 0.0 0.0
C -2.328 1.943 -2.665 0.0 -0.1 0.0
C -2.887 1.449 -1.504 0.0 0.0 0.1
C -4.329 1.386 -1.139 -0.1 0.0 0.0
C 0.152 2.282 -3.417 -0.1 0.0 0.0
C 0.246 3.807 -3.248 0.1 0.0 0.0
C -0.159 1.959 -4.881 0.0 0.0 0.0
C 1.481 1.654 -3.013 0.1 -0.1 0.0
N -1.007 1.634 1.620 0.1 0.0 -0.1
N 0.347 1.551 1.460 -0.2 -0.2 -0.1
C 0.888 2.497 2.225 0.1 0.1 0.1
C -0.116 3.204 2.890 0.0 0.0 0.0
C -1.304 2.628 2.480 0.0 -0.1 -0.1
C -2.696 2.993 2.863 -0.1 0.1 0.1
C 2.386 2.642 2.355 0.0 0.0 0.0
C 2.733 3.985 3.001 0.1 0.0 0.0
C 2.896 1.513 3.260 0.0 -0.1 0.0
C 3.061 2.589 0.979 -0.1 0.0 -0.2
C 0.150 -3.665 2.122 -0.1 0.0 0.0
C 1.512 -3.177 1.657 0.2 0.1 -0.1
C -0.192 -4.988 1.427 0.0 0.0 0.0
C 0.180 -3.884 3.641 0.0 0.0 0.0
H -4.832 -1.974 2.242 0.0 0.0 0.0
H -4.701 -0.892 0.862 0.0 0.0 0.0
H -4.382 -0.285 2.482 0.0 0.0 0.0
H -2.802 -3.593 2.511 0.0 0.0 0.0
H -3.099 1.051 1.157 0.0 0.0 0.0
H -2.862 2.364 -3.499 0.0 0.0 0.0
H -4.930 1.736 -1.977 0.0 0.0 0.0
H -4.555 2.006 -0.271 0.0 0.0 0.0
H -4.637 0.366 -0.913 0.0 0.0 0.0
H -0.687 4.292 -3.537 0.0 0.0 0.0
H 1.043 4.202 -3.880 0.0 0.0 0.0
H 0.461 4.075 -2.212 0.0 0.0 0.0
H -1.091 2.429 -5.197 0.0 0.0 0.0
H -0.243 0.888 -5.060 0.0 0.0 0.0
H 0.637 2.347 -5.520 0.0 0.0 0.0
H 1.765 1.956 -1.997 0.0 0.0 0.0
H 2.284 1.995 -3.668 0.0 0.0 0.0
H 1.444 0.562 -3.084 0.0 0.0 0.0
H -0.009 4.024 3.576 0.0 0.0 0.0
H -2.672 3.800 3.594 0.0 0.0 0.0
H -3.226 2.150 3.307 0.0 0.0 0.0
H -3.274 3.335 2.004 0.0 0.0 0.0
H 2.350 4.046 4.020 0.0 0.0 0.0
H 2.328 4.819 2.428 0.0 0.0 0.0
H 3.817 4.103 3.054 0.0 0.0 0.0
H 2.471 1.607 4.260 0.0 0.0 0.0
H 3.984 1.549 3.343 0.0 0.0 0.0
H 2.614 0.529 2.880 0.0 0.0 0.0
H 2.922 3.527 0.437 0.0 0.0 0.1
H 2.656 1.817 0.313 0.1 -0.1 0.2
H 4.133 2.404 1.071 0.0 0.0 0.0
H 1.518 -2.980 0.580 0.0 0.0 0.0
H 2.282 -3.929 1.842 0.0 0.0 0.0
H 1.812 -2.276 2.202 -0.1 0.0 0.0
H -0.218 -4.879 0.342 0.0 0.0 0.0
H -1.166 -5.357 1.750 0.0 0.0 0.0
H 0.554 -5.745 1.674 0.0 0.0 0.0
H 0.390 -2.952 4.169 0.0 0.0 0.0
H 0.957 -4.606 3.896 0.0 0.0 0.0
H -0.772 -4.272 4.002 0.0 0.0 0.0
Cl 3.893 -0.997 0.894 0.0 0.1 -0.2
C 4.894 -0.709 -0.561 0.2 -0.1 0.2
Cl 3.979 0.009 -1.879 -0.1 0.0 0.1
H 5.271 -1.675 -0.873 0.0 0.0 0.0
H 5.686 -0.030 -0.269 0.0 0.0 0.0
C -1.160 -2.621 -1.941 -0.3 -0.2 -0.2
C 0.241 -2.596 -2.537 0.5 0.4 0.5
C 0.844 -3.989 -2.606 -0.1 -0.1 -0.1
C 0.241 -1.909 -3.892 0.0 -0.1 -0.1
O 1.070 -1.806 -1.653 -0.6 0.1 0.0
H -1.854 -3.106 -2.632 0.0 -0.1 0.1
H -1.544 -1.608 -1.773 0.1 0.0 0.0
H -1.185 -3.163 -0.995 0.0 0.0 0.0
H 0.214 -4.660 -3.192 0.0 0.0 0.0
H 0.948 -4.407 -1.604 0.0 0.0 0.0
H 1.831 -3.960 -3.070 0.0 0.0 0.0
H -0.294 -2.501 -4.638 0.0 0.0 0.0
H 1.264 -1.765 -4.244 0.0 0.0 0.0
H -0.251 -0.938 -3.824 0.0 0.0 0.0
```
Positions in Å, forces in eV/Å.



# 3
Formula: C3H7OS
Source: the Open Molecules 2025 dataset
Level of theory: wB97M-V/def2-TZVPD

- HOMO (alpha / beta) (eV) = -9.530 / -9.126
- spin multiplicity = 2
- frontier orbital gap (alpha / beta) (eV) = 10.27 / 7.04
- net charge = 0
- E (eV) = -16104.634
- maximum force (hartree/bohr) = 0.03827

Structure (XYZ):
```
12
Properties=species:S:1:pos:R:3:forces:R:3
O 3.394 1.290 1.707 0.1 -0.2 -0.4
C 2.233 0.999 1.628 0.1 0.4 1.2
H 1.473 1.724 1.987 -0.2 -0.2 -0.4
H 1.894 -0.021 1.381 0.0 0.0 -0.3
C -0.999 -0.759 -1.639 0.4 0.9 0.8
C -1.165 -0.478 -0.123 -0.7 1.7 -0.7
S -1.533 1.279 0.431 0.1 -0.7 -0.8
H -1.970 -0.598 -2.110 0.2 -0.1 -0.2
H -0.248 -0.092 -2.081 -0.3 0.0 0.0
H -0.634 -1.772 -1.802 -0.3 -0.1 0.1
H -2.145 -0.900 0.127 0.6 -0.6 0.8
H -0.301 -0.673 0.495 -0.2 -1.1 0.1
```
Positions in Å, forces in eV/Å.



# 4
Formula: CH5N3OS
Source: the Open Molecules 2025 dataset
Level of theory: wB97M-V/def2-TZVPD

- HOMO (eV) = -9.035
- spin multiplicity = 1
- frontier orbital gap (eV) = 9.35
- net charge = 0
- E (eV) = -18468.136
- maximum force (hartree/bohr) = 0.10736

Structure (XYZ):
```
11
Properties=species:S:1:pos:R:3:forces:R:3
N -1.768 0.012 -0.743 -3.0 4.5 1.1
N -0.884 -0.842 -0.185 0.9 -2.3 1.6
C 0.347 -0.471 0.594 -2.0 1.2 -1.4
O 0.901 -1.150 1.420 -0.5 -0.3 -0.9
N 0.765 0.837 0.244 0.6 0.0 -1.1
S 2.594 1.112 0.421 -1.2 -2.5 0.1
H -2.399 0.805 -0.021 2.8 -3.1 -2.6
H -1.518 0.492 -1.633 0.0 -0.6 1.2
H -1.369 -1.804 -0.091 1.9 2.1 0.5
H 0.248 1.342 -0.579 1.8 -1.6 2.0
H 3.083 -0.333 0.574 -1.4 2.8 -0.5
```
Positions in Å, forces in eV/Å.



# 5
Formula: C30H42N2O2P2Sn
Source: the Open Molecules 2025 dataset
Level of theory: wB97M-V/def2-TZVPD

- HOMO (eV) = -7.820
- spin multiplicity = 1
- frontier orbital gap (eV) = 6.70
- net charge = 0
- E (eV) = -63271.096
- maximum force (hartree/bohr) = 0.05393

Structure (XYZ):
```
79
Properties=species:S:1:pos:R:3:forces:R:3
P 1.048 -1.489 -5.139 -0.7 -0.5 -2.5
P 1.160 1.974 -4.837 -0.2 0.4 -2.7
C 0.676 -0.234 -6.516 0.3 -0.1 0.6
C 1.639 0.939 -6.392 0.0 0.3 0.6
H -0.383 0.075 -6.386 0.5 0.0 -0.1
H 0.745 -0.743 -7.497 0.0 0.2 0.5
H 2.680 0.583 -6.219 -0.5 0.2 -0.3
H 1.630 1.561 -7.315 0.1 -0.1 0.7
C -0.232 2.849 -5.776 -0.6 0.1 0.4
H -0.544 3.748 -5.210 0.1 -0.4 -0.2
H -1.137 2.243 -5.931 0.3 0.1 0.1
H 0.166 3.203 -6.754 -0.4 -0.4 0.6
C 2.246 3.404 -5.249 0.5 0.4 0.6
H 1.764 4.043 -6.005 0.5 -0.3 0.3
H 3.246 3.111 -5.586 -0.2 0.0 0.2
H 2.331 3.970 -4.315 0.3 0.2 -0.3
C -0.096 -2.688 -6.054 -0.1 -0.4 0.8
H -0.345 -3.528 -5.393 -0.1 0.0 -0.4
H 0.462 -3.057 -6.930 -0.6 0.1 0.4
H -1.019 -2.207 -6.400 0.1 -0.1 0.3
C 2.512 -2.282 -5.961 0.3 0.1 0.3
H 3.363 -1.607 -6.082 0.0 -0.1 0.1
H 2.195 -2.677 -6.935 0.5 0.2 0.2
H 2.803 -3.115 -5.315 0.2 0.0 -0.2
Sn 2.834 0.783 -0.851 -0.5 -0.2 0.7
C -2.576 1.763 -2.436 0.4 0.9 0.3
C -3.241 1.482 -3.577 -0.1 0.7 0.1
C -3.912 0.169 -3.735 0.5 -1.7 0.0
C -3.970 -0.778 -2.459 -0.7 1.5 -0.1
C -2.973 -1.858 -2.649 0.7 -0.2 0.1
C -1.750 -1.552 -3.109 -0.1 -1.0 0.9
C -1.039 -0.251 -2.965 -0.1 1.8 0.7
C -1.624 0.723 -1.848 -0.9 -1.2 0.1
C 1.838 -1.129 -0.243 -0.4 0.7 -0.2
H -2.768 2.698 -1.852 1.2 -0.1 -1.2
H -3.363 2.149 -4.460 -0.8 0.3 1.3
H -3.423 -0.433 -4.511 -0.4 0.0 -0.3
H -4.931 0.379 -4.066 0.0 0.1 0.0
H -3.769 -0.200 -1.540 -0.3 -0.2 -0.5
H -5.007 -1.095 -2.300 0.3 -0.5 -0.3
H -3.248 -2.883 -2.394 0.0 0.1 -0.7
H -1.124 -2.339 -3.498 0.2 -0.4 0.4
H -1.003 0.321 -3.902 0.0 -0.1 0.1
H 0.022 -0.423 -2.715 -0.5 -0.3 -0.1
H -2.199 0.100 -1.148 0.7 0.0 0.1
H -0.830 1.146 -1.206 -0.3 0.3 -0.6
H 2.588 -1.910 -0.056 -0.1 0.1 -0.3
H 1.083 -1.433 -0.984 0.5 -0.2 0.0
H 1.331 -0.874 0.696 0.3 -0.5 -0.6
O 2.073 2.412 0.578 -0.2 -0.6 0.0
C 1.484 1.916 1.604 -0.8 -1.1 1.0
N 0.628 2.590 2.465 0.6 1.2 -1.5
C 0.377 1.754 3.613 -0.1 -0.1 0.6
C 0.636 0.391 2.940 -0.8 -0.6 -0.3
O 0.021 -0.636 3.198 1.3 1.0 -0.1
N 1.550 0.619 1.925 0.1 0.5 0.2
C 1.469 2.044 4.651 0.1 0.2 0.2
C 2.426 1.103 5.026 0.2 0.3 0.3
C 3.419 1.445 5.965 -0.4 0.1 -0.2
C 3.445 2.730 6.515 -0.2 0.1 0.0
C 2.471 3.680 6.148 -0.1 -0.3 -0.4
C 1.503 3.340 5.191 0.4 -0.1 0.5
C -1.017 1.906 4.195 0.0 -0.2 0.3
C -1.245 1.512 5.519 -0.3 0.2 0.2
C -2.480 1.765 6.137 0.2 -0.2 -0.3
C -3.526 2.344 5.402 0.5 0.1 0.0
C -3.309 2.664 4.055 0.0 -0.2 0.3
C -2.065 2.436 3.452 -0.4 0.1 0.3
H 0.636 3.606 2.523 0.2 -0.5 0.0
H 2.419 0.106 4.581 0.0 0.3 0.2
H 4.141 0.682 6.279 -0.2 0.4 -0.2
H 4.219 3.008 7.238 -0.3 -0.2 -0.2
H 2.445 4.682 6.599 0.2 -0.5 -0.2
H 0.754 4.078 4.872 0.3 -0.3 0.3
H -0.441 1.011 6.069 -0.3 0.3 -0.1
H -2.613 1.501 7.195 0.0 0.1 -0.6
H -4.482 2.558 5.893 0.4 -0.1 -0.3
H -4.118 3.101 3.474 0.1 -0.1 0.1
H -1.909 2.668 2.403 0.0 0.1 0.2
```
Positions in Å, forces in eV/Å.



# 6
Formula: C4H6N6
Source: the Open Molecules 2025 dataset
Level of theory: wB97M-V/def2-TZVPD

- HOMO (eV) = -8.018
- spin multiplicity = 1
- frontier orbital gap (eV) = 8.20
- net charge = 0
- E (eV) = -13182.455
- maximum force (hartree/bohr) = 0.09729

Structure (XYZ):
```
16
Properties=species:S:1:pos:R:3:forces:R:3
H 2.371 -1.412 -0.640 0.6 -0.7 0.4
N 1.512 -0.905 -0.624 -1.3 0.9 0.2
C 0.928 -0.889 0.511 0.4 -0.2 -0.9
N 1.291 -1.549 1.677 2.0 -1.0 -0.7
C 0.433 -1.263 2.546 0.0 0.3 3.8
N -0.593 -0.467 2.130 1.2 -2.1 1.8
C -0.297 -0.157 0.900 0.5 1.0 -4.9
C -0.978 0.664 0.126 -2.0 2.8 -0.3
N -0.397 1.164 -1.045 -0.1 -0.3 -1.5
N -1.075 1.058 -2.096 -0.7 -0.8 3.1
N -0.471 1.486 -3.165 3.7 1.2 0.2
H 0.679 -1.438 3.627 -1.0 -0.2 -1.1
H -1.329 -0.009 2.524 -2.0 0.9 2.2
H -1.893 1.286 0.460 1.3 -1.4 -0.2
H -0.795 0.944 -3.912 -0.3 -0.5 -1.6
H 0.612 1.487 -3.019 -2.3 0.1 -0.6
```
Positions in Å, forces in eV/Å.



# 7
Formula: C4H14N2P
Source: the Open Molecules 2025 dataset
Level of theory: wB97M-V/def2-TZVPD

- HOMO (eV) = -12.405
- spin multiplicity = 1
- frontier orbital gap (eV) = 7.98
- net charge = +1
- E (eV) = -16634.964
- maximum force (hartree/bohr) = 0.08729

Structure (XYZ):
```
21
Properties=species:S:1:pos:R:3:forces:R:3
C -2.747 -0.583 -1.188 0.2 -0.4 1.2
C -0.763 1.401 -0.150 -0.3 2.5 -1.8
C -2.201 -0.448 0.286 -3.9 -2.3 0.0
C -0.075 -0.456 1.207 0.1 -0.3 -1.0
N 2.958 0.159 1.146 1.5 0.7 0.2
N -0.883 0.097 0.396 -1.2 -0.5 1.6
P 3.687 -0.237 -0.220 -0.8 -1.5 1.2
H -3.786 -0.983 -1.271 0.8 0.6 0.6
H -2.694 0.422 -1.525 -0.3 0.7 -1.2
H -2.148 -1.272 -1.794 0.2 0.4 0.2
H -1.666 2.094 -0.071 0.9 -1.4 0.6
H 0.084 1.926 0.222 0.7 0.2 0.6
H -0.624 1.357 -1.234 0.1 -0.4 0.1
H -2.196 -1.494 0.695 0.1 1.1 0.0
H -2.949 0.190 0.928 1.6 -1.1 -1.2
H 0.860 -0.030 1.359 1.9 1.1 0.4
H -0.197 -1.441 1.618 -0.8 -0.2 0.0
H 3.666 0.619 1.803 -1.4 -0.8 -1.1
H 2.731 -0.993 -1.036 1.0 0.6 0.7
H 4.870 -1.090 -0.090 -0.9 0.6 -0.5
H 4.074 0.760 -1.080 0.4 0.5 -0.6
```
Positions in Å, forces in eV/Å.



# 8
Formula: C5H4N2O
Source: the Open Molecules 2025 dataset
Level of theory: wB97M-V/def2-TZVPD

- HOMO (alpha / beta) (eV) = -8.741 / -8.741
- spin multiplicity = 1
- frontier orbital gap (alpha / beta) (eV) = 8.87 / 8.87
- net charge = 0
- E (eV) = -10271.507
- maximum force (hartree/bohr) = 0.12070

Structure (XYZ):
```
12
Properties=species:S:1:pos:R:3:forces:R:3
C 1.533 -0.791 -1.473 -3.6 3.0 4.0
C 0.848 -0.176 -0.642 4.8 -2.0 -3.3
C 0.309 0.842 0.286 -2.4 -1.2 -1.8
C 0.346 0.331 1.646 0.0 -0.4 2.3
C -0.867 -0.043 -0.173 -0.7 0.5 2.6
N -0.418 -0.745 1.861 1.7 2.7 -0.8
N -1.109 -0.978 0.717 -1.5 -0.4 -1.1
O -1.620 0.372 -1.156 -3.2 -1.2 -2.0
H 2.271 -1.280 -1.950 1.7 -1.5 -1.6
H 0.370 1.781 -0.286 0.1 0.1 1.4
H 0.845 0.852 2.474 0.1 -0.7 -0.4
H -2.508 -0.165 -1.302 2.9 1.1 0.8
```
Positions in Å, forces in eV/Å.



Question: Which of these has the lowest maximum force?
Answer: C11H30GaINO3S2



Question: Which value of maximum force does entry 5 give?
Answer: 0.05393 hartree/bohr



Question: E of number 3 (C3H7OS)?
Answer: -16104.634 eV